1.
ORCA calculation (the ωB97M-V functional and the def2-TZVPD basis) on the ion C11H18N3O4P2 with charge +1 at a distorted geometry.

Geometry as ORCA input:
```
! wB97M-V def2-TZVPD RIJCOSX def2/J DEFGRID3
* xyz 1 1
C -5.197 -0.738 0.855
C -3.936 -0.159 0.517
C -2.722 0.027 1.588
C -1.422 0.434 0.753
N -1.013 1.760 1.016
N 0.017 2.227 0.345
C 0.855 1.696 -0.683
P 2.236 2.732 -1.462
P 3.631 3.137 0.213
O 3.549 2.042 1.300
O 5.260 3.115 -0.347
O 3.239 4.620 0.963
C 0.519 0.204 -1.092
C 1.401 -0.366 -2.268
C -0.648 -0.428 -0.293
N -1.019 -1.786 -0.594
C -1.662 -2.588 0.495
C 0.167 -2.703 -0.836
C 1.384 -2.710 0.198
O 0.177 -3.422 -1.873
H -5.642 -1.488 0.102
H -5.767 -0.539 1.828
H -3.785 0.209 -0.567
H -3.089 0.884 2.276
H -2.593 -0.871 2.272
H 0.284 3.197 0.616
H 3.022 1.938 -2.357
H 5.817 2.855 0.423
H 2.331 4.834 0.619
H 1.681 0.449 -3.029
H 0.862 -1.181 -2.885
H 2.368 -0.812 -1.835
H -1.225 -2.198 1.495
H -1.373 -3.710 0.484
H -2.805 -2.572 0.474
H 1.291 -1.868 0.966
H 2.339 -2.514 -0.419
H 1.467 -3.707 0.745
*
```

Calculated values
LUMO level in Ha: -0.1794
SMILES: C=CCc1n[nH]c(PP(=O)(O)O)c(C)/c1=[N+](/C)C(C)=O
Kohn-Sham gap in eV: 6.9

=====

2.
ORCA calculation (the ωB97M-V functional and the def2-TZVPD basis) on the ion C11H18N4 with charge +2 at a distorted geometry.

Geometry as ORCA input:
```
! wB97M-V def2-TZVPD RIJCOSX def2/J DEFGRID3
* xyz 2 1
H 0.729 2.109 1.137
N -0.059 1.587 0.772
C 0.051 0.375 0.450
C -1.190 -0.283 -0.051
N -2.314 0.364 0.116
C -3.575 -0.036 -0.297
C -4.775 0.335 0.576
C -4.566 1.062 -0.688
N -1.175 -1.434 -0.759
C -0.126 -2.154 -0.865
C 1.114 -1.912 -0.119
C 1.062 -1.775 1.384
C 1.236 -0.539 0.543
N 2.565 0.105 0.526
C 2.954 0.725 -0.790
C 4.362 1.279 -0.704
H -2.221 1.275 0.579
H -3.577 -0.976 -0.834
H -4.577 0.836 1.511
H -5.549 -0.416 0.633
H -5.188 0.836 -1.541
H -4.219 2.084 -0.656
H -0.173 -2.988 -1.553
H 1.998 -2.373 -0.541
H 0.114 -1.930 1.881
H 1.903 -2.143 1.954
H 2.621 0.834 1.254
H 3.287 -0.590 0.767
H 2.889 -0.047 -1.559
H 2.238 1.514 -1.025
H 4.446 2.058 0.049
H 5.088 0.498 -0.493
H 4.629 1.720 -1.660
*
```

Calculated values
LUMO level in Ha: -0.3182
Relative energy (zero: lowest compared OMol25 entry of this formula, charge and spin) in eV: 1.710
SMILES: [H]/N=C1/C(=[NH+]/C2CC2)N=C[C@@H]2C[C@]12[NH2+]CC
Kohn-Sham gap in eV: 7.8

=====

3.
ORCA calculation (the ωB97M-V functional and the def2-TZVPD basis) on a structure of composition C11H18N8NaO4 at a distorted geometry.

Geometry as ORCA input:
```
! wB97M-V def2-TZVPD RIJCOSX def2/J DEFGRID3
* xyz 1 1
Na 0.569 -0.008 -0.040
N -1.571 -1.621 2.096
N -0.789 -1.665 3.246
C 0.468 -1.176 3.251
N 1.154 -1.240 4.387
N 0.900 -0.664 2.095
N 2.166 -0.192 1.982
O 2.411 0.268 0.855
O 2.991 -0.216 2.889
H -2.321 -0.949 2.196
H -1.943 -2.538 1.897
H -1.186 -1.985 4.113
H 0.769 -1.667 5.211
H 2.101 -0.897 4.378
O 6.413 2.196 -4.332
C 6.292 1.228 -3.297
N 5.590 0.082 -3.779
C 4.246 -0.163 -3.764
O 3.786 -1.212 -4.170
C 3.323 0.889 -3.218
C 3.422 2.250 -3.472
C 2.440 3.093 -2.969
C 1.414 2.553 -2.217
N 1.300 1.242 -1.973
C 2.232 0.441 -2.490
H 7.207 2.721 -4.192
H 5.753 1.641 -2.444
H 7.276 0.904 -2.961
H 6.120 -0.626 -4.264
H 4.243 2.644 -4.058
H 2.475 4.158 -3.154
H 0.645 3.190 -1.795
H 2.120 -0.627 -2.331
C -3.750 0.165 -4.051
C -4.038 0.255 -2.547
C -2.828 0.068 -1.742
N -1.874 -0.061 -1.117
H -4.681 0.265 -4.605
H -3.298 -0.793 -4.304
H -3.073 0.959 -4.366
H -4.760 -0.504 -2.248
H -4.464 1.225 -2.292
*
```

Calculated values
LUMO level in Ha: -0.1058
Kohn-Sham gap in eV: 9.0

=====

4.
ORCA calculation (the ωB97M-V functional and the def2-TZVPD basis) on a cluster of 2 separate species, C11H18O2P in total at a distorted geometry.

Geometry as ORCA input:
```
! wB97M-V def2-TZVPD RIJCOSX def2/J DEFGRID3
* xyz -1 1
C -3.484 -1.241 0.700
P -3.407 0.173 -0.480
C -1.644 0.383 -0.989
C -0.831 1.231 0.046
C -1.471 2.616 0.282
O 0.452 1.475 -0.577
C 1.549 1.139 0.245
C 2.263 -0.154 -0.218
C 3.160 -0.755 0.671
C 3.846 -1.903 0.248
C 3.590 -2.407 -1.028
C 2.674 -1.821 -1.898
C 1.992 -0.661 -1.487
H -2.776 -2.060 0.487
H -3.260 -0.814 1.703
H -4.512 -1.641 0.729
H -4.067 -0.272 -1.673
H -1.087 -0.559 -1.144
H -1.594 0.952 -1.937
H -0.770 0.657 0.985
H -0.895 3.133 1.068
H -2.534 2.540 0.529
H -1.284 3.189 -0.648
H 2.299 1.949 0.112
H 1.314 1.111 1.321
H 3.321 -0.329 1.664
H 4.570 -2.369 0.922
H 4.132 -3.308 -1.335
H 2.467 -2.220 -2.895
H 1.267 -0.173 -2.140
O -2.526 0.948 2.917
H -2.753 1.188 3.819
*
```

Calculated values
LUMO level in Ha: 0.1104
Relative energy (zero: lowest compared OMol25 entry of this formula, charge and spin) in eV: 0.000
Kohn-Sham gap in eV: 5.8

=====

5.
ORCA calculation (the ωB97M-V functional and the def2-TZVPD basis) on an isolated molecule of C11H19B at a distorted geometry.

Geometry as ORCA input:
```
! wB97M-V def2-TZVPD RIJCOSX def2/J DEFGRID3
* xyz 0 1
C -1.302 2.481 0.023
C -0.356 1.745 -1.011
C 0.666 2.890 -1.061
B 0.075 0.304 -0.334
C -0.301 -1.092 -1.206
C 0.483 -2.361 -1.063
C -1.886 -1.352 -1.178
C 0.765 0.125 1.083
C 2.065 -0.669 1.220
C 1.882 -1.610 2.158
C 0.468 -1.680 2.499
C -0.175 -0.697 1.897
H -2.455 2.332 -0.259
H -1.180 3.614 -0.047
H -1.228 2.228 1.092
H -0.923 1.416 -1.867
H 0.896 3.199 -0.063
H 1.555 2.465 -1.443
H 0.390 3.715 -1.668
H -0.040 -0.570 -2.201
H 1.373 -2.163 -1.589
H -0.133 -3.050 -1.478
H 0.582 -2.603 -0.036
H -2.452 -0.352 -1.079
H -2.189 -1.982 -1.931
H -2.047 -1.805 -0.258
H 1.044 1.100 1.413
H 2.867 -0.290 0.701
H 2.702 -2.227 2.419
H 0.096 -2.469 3.232
H -1.240 -0.639 2.036
*
```

Calculated values
LUMO level in Ha: 0.0256
Relative energy (zero: lowest compared OMol25 entry of this formula, charge and spin) in eV: 2.905
SMILES: CC(C)B(C(C)C)C1C=CC=C1
Kohn-Sham gap in eV: 9.4

=====

6.
ORCA calculation (the ωB97M-V functional and the def2-TZVPD basis) on a structure of composition C11H19Cl9O16S4 at a distorted geometry.

Geometry as ORCA input:
```
! wB97M-V def2-TZVPD RIJCOSX def2/J DEFGRID3
* xyz 0 1
C 15.658 11.047 9.645
C 15.235 12.476 10.005
O 16.509 13.127 10.208
S 17.360 12.213 11.130
O 16.927 12.403 12.538
O 18.698 12.524 10.783
O 16.769 10.882 10.574
H 15.988 10.984 8.581
H 14.889 10.340 10.005
H 14.668 12.486 10.880
H 14.753 12.925 9.039
C 6.313 15.811 13.244
C 5.266 14.769 12.856
O 5.978 13.628 12.614
S 7.439 13.936 11.985
O 7.415 13.583 10.622
O 8.476 13.305 12.711
O 7.342 15.453 12.195
H 6.700 15.635 14.245
H 5.983 16.830 13.073
H 4.635 14.960 11.919
H 4.569 14.550 13.718
C 10.571 11.958 10.678
C 10.237 10.565 10.335
O 10.069 10.587 8.846
S 11.133 11.562 8.246
O 10.738 12.148 7.017
O 12.446 10.982 8.260
O 11.000 12.588 9.466
H 11.461 11.944 11.372
H 9.658 12.506 11.005
H 9.283 10.148 10.698
H 11.100 9.853 10.475
C 15.405 7.957 13.624
C 14.743 8.463 14.880
O 13.780 9.425 14.455
S 13.641 9.379 12.854
O 13.478 10.733 12.448
O 12.644 8.485 12.383
O 15.105 8.919 12.581
H 14.964 7.025 13.308
H 16.470 7.966 13.643
H 15.421 8.944 15.633
H 14.130 7.663 15.379
C 8.847 7.651 14.815
Cl 7.294 7.276 14.023
Cl 9.304 9.214 14.388
Cl 10.115 6.541 14.457
H 8.678 7.489 15.862
C 13.459 13.590 13.982
Cl 14.900 13.932 14.948
Cl 13.115 14.910 12.885
Cl 12.077 13.238 15.010
H 13.689 12.741 13.300
C 5.830 12.219 7.803
Cl 4.106 12.341 8.296
Cl 6.000 12.430 6.059
Cl 6.446 10.618 8.166
H 6.392 12.966 8.321
*
```

Calculated values
LUMO level in Ha: 0.0035
Kohn-Sham gap in eV: 10.8

=====

7.
ORCA calculation (the ωB97M-V functional and the def2-TZVPD basis) on a structure of composition C11H19FNO3SSiV at a distorted geometry.

Geometry as ORCA input:
```
! wB97M-V def2-TZVPD RIJCOSX def2/J DEFGRID3
* xyz 1 2
V 1.154 -0.576 -0.371
C -1.836 2.322 -1.343
Si -1.730 0.433 -1.056
C -3.259 -0.266 -0.160
C -1.156 -0.587 -2.562
N -0.308 0.163 0.070
C -0.538 0.406 1.407
C -1.146 1.555 1.935
C -1.435 1.640 3.285
C -1.121 0.608 4.156
C -0.505 -0.537 3.670
C -0.235 -0.617 2.322
F 0.310 -1.762 1.792
H -1.942 2.548 -2.401
H -0.961 2.857 -0.975
H -2.715 2.728 -0.848
H -4.171 -0.069 -0.713
H -3.379 0.174 0.826
H -3.178 -1.343 -0.034
H -1.997 -1.032 -3.086
H -0.498 -1.401 -2.241
H -0.616 0.030 -3.278
H -1.385 2.372 1.274
H -1.923 2.521 3.673
H -1.367 0.687 5.203
H -0.230 -1.349 4.326
C 4.354 -2.014 -1.502
S 2.817 -2.179 -0.600
O 2.663 -3.470 -0.041
O 1.733 -1.811 -1.581
O 2.750 -1.051 0.385
H 4.568 -2.980 -1.941
H 5.135 -1.730 -0.809
H 4.232 -1.265 -2.277
C 1.865 1.041 -1.468
H 2.888 1.253 -1.152
H 1.275 1.950 -1.369
H 1.887 0.750 -2.518
*
```

Calculated values
LUMO level (alpha / beta) in Ha: -0.1734 / -0.1513
Relative energy (zero: lowest compared OMol25 entry of this formula, charge and spin) in eV: 1.446
Kohn-Sham gap (alpha / beta) in eV: 7.8 / 8.3

=====

8.
ORCA calculation (the ωB97M-V functional and the def2-TZVPD basis) on a structure of composition C11H19LaNSi at a distorted geometry.

Geometry as ORCA input:
```
! wB97M-V def2-TZVPD RIJCOSX def2/J DEFGRID3
* xyz -1 1
C -2.257 1.943 -0.050
C -1.167 2.758 0.373
C -0.593 2.156 1.529
C -1.315 0.961 1.808
C -2.346 0.829 0.830
La -0.302 0.655 -0.309
C 0.282 1.628 -2.093
C -0.756 0.700 -2.651
C -1.559 0.941 -3.727
N -0.870 -0.421 -1.792
H 0.277 2.522 2.077
H -0.834 3.679 -0.105
H -1.100 0.254 2.612
H -3.062 0.008 0.757
H -2.865 2.107 -0.942
H 0.188 2.676 -2.404
H -1.554 -1.122 -2.085
H 1.306 1.238 -2.235
H -1.392 1.818 -4.359
H -2.340 0.231 -4.025
C 2.355 -0.698 2.311
Si 1.324 -1.534 0.994
C 2.465 -2.296 -0.271
C 0.249 -2.835 1.784
H 2.990 0.078 1.841
H 2.999 -1.447 2.815
H 1.685 -0.222 3.056
H 3.109 -3.054 0.221
H 1.867 -2.774 -1.070
H 3.105 -1.503 -0.712
H 0.894 -3.593 2.274
H -0.407 -2.361 2.541
H -0.372 -3.322 1.007
*
```

Calculated values
LUMO level in Ha: 0.1046
Relative energy (zero: lowest compared OMol25 entry of this formula, charge and spin) in eV: 0.000
Kohn-Sham gap in eV: 4.9

=====

9.
ORCA calculation (the ωB97M-V functional and the def2-TZVPD basis) on an isolated molecule of C11H19N at a distorted geometry.

Geometry as ORCA input:
```
! wB97M-V def2-TZVPD RIJCOSX def2/J DEFGRID3
* xyz 0 1
C -1.280 1.658 0.449
C -0.533 0.654 -0.049
C 0.943 1.230 -0.928
C 1.899 1.643 0.133
C 1.400 0.315 -2.030
C 0.511 2.362 -1.657
N 0.098 3.217 -2.320
C -0.801 -0.821 0.108
C -2.046 -0.979 0.909
C -1.237 -1.585 -1.155
C 0.365 -1.480 0.807
C 0.623 -1.072 2.292
H -2.137 1.596 0.973
H -1.046 2.668 0.195
H 2.737 2.222 -0.316
H 2.285 0.728 0.818
H 1.542 2.410 0.748
H 1.562 -0.729 -1.808
H 0.536 0.390 -2.639
H 2.335 0.697 -2.582
H -2.129 -0.480 1.858
H -2.720 -0.580 0.262
H -2.263 -1.966 1.057
H -0.428 -1.466 -1.904
H -1.616 -2.551 -0.692
H -2.085 -1.190 -1.548
H 1.216 -1.234 0.268
H 0.216 -2.561 0.678
H 1.627 -1.384 2.462
H -0.046 -1.658 2.983
H 0.473 -0.056 2.627
*
```

Calculated values
LUMO level in Ha: 0.0277
Relative energy (zero: lowest compared OMol25 entry of this formula, charge and spin) in eV: 3.991
SMILES: C=C(C(C)(C)C#N)C(C)(C)CC
Kohn-Sham gap in eV: 10.6

=====

10.
ORCA calculation (the ωB97M-V functional and the def2-TZVPD basis) on a cluster of 2 separate species, C11H20Cl2NO in total at a distorted geometry.

Geometry as ORCA input:
```
! wB97M-V def2-TZVPD RIJCOSX def2/J DEFGRID3
* xyz 1 1
C -2.327 -2.829 -2.100
C -2.353 -1.739 -2.997
C -2.465 -0.213 -2.512
C -0.958 0.281 -2.776
C -0.926 1.377 -1.619
C -1.608 0.546 -0.471
C -1.338 0.667 1.068
C 0.221 0.849 1.309
C 1.010 -0.502 1.555
C 1.693 -1.109 0.256
O 3.083 -0.700 0.137
N -2.460 -0.283 -1.032
H -1.474 -3.547 -2.006
H -3.197 -2.935 -1.397
H -2.253 -1.910 -4.100
H -3.241 0.411 -3.033
H -0.275 -0.525 -2.366
H -0.719 0.723 -3.775
H -1.689 2.153 -1.920
H 0.007 1.960 -1.416
H -1.614 -0.337 1.528
H -1.986 1.430 1.575
H 0.328 1.462 2.259
H 0.762 1.422 0.509
H 0.386 -1.297 2.047
H 1.859 -0.253 2.261
H 1.719 -2.234 0.346
H 1.161 -0.859 -0.706
H 3.170 -0.155 -0.661
H -2.992 -0.853 -0.372
C 3.752 1.933 4.121
Cl 2.683 0.959 5.139
Cl 4.066 1.134 2.575
H 3.280 2.893 3.933
H 4.696 2.081 4.640
*
```

Calculated values
LUMO level in Ha: -0.1503
Kohn-Sham gap in eV: 8.2

=====

11.
ORCA calculation (the ωB97M-V functional and the def2-TZVPD basis) on a cluster of 5 separate species, C11H20Cl8O3 in total at a distorted geometry.

Geometry as ORCA input:
```
! wB97M-V def2-TZVPD RIJCOSX def2/J DEFGRID3
* xyz 0 1
O -2.156 -2.172 -6.043
C -2.812 -2.177 -5.037
O -2.483 -2.928 -3.959
C -3.470 -2.970 -2.947
C -4.151 -1.645 -3.396
O -4.026 -1.704 -4.866
H -3.990 -3.902 -3.165
H -3.142 -3.067 -1.912
H -3.807 -0.756 -2.867
H -5.171 -1.730 -3.022
Cl -4.667 4.523 3.376
C -4.046 5.137 1.859
C -5.048 5.925 0.977
Cl -6.120 4.725 0.097
H -3.627 4.311 1.283
H -3.208 5.805 2.057
H -4.509 6.498 0.223
H -5.676 6.684 1.443
Cl 0.590 -0.924 3.626
C -0.156 0.445 4.493
C 0.760 0.931 5.680
Cl -0.001 2.304 6.402
H -1.134 0.181 4.896
H -0.397 1.254 3.803
H 1.742 1.180 5.277
H 0.731 0.229 6.513
Cl 0.698 3.155 -0.532
C 1.945 1.931 -0.466
C 1.576 0.770 -1.496
Cl 2.831 -0.383 -1.395
H 2.022 1.523 0.542
H 2.953 2.283 -0.684
H 1.705 1.158 -2.507
H 0.627 0.348 -1.168
Cl 5.704 -6.349 -0.815
C 6.451 -4.819 -0.284
C 7.376 -4.160 -1.378
Cl 8.863 -5.175 -1.564
H 6.810 -5.024 0.725
H 5.703 -4.027 -0.249
H 7.719 -3.157 -1.122
H 6.991 -4.231 -2.396
*
```

Calculated values
LUMO level in Ha: 0.0025
SMILES: O=C1OCCO1.ClCCCl.ClCCCl.ClCCCl.ClCCCl
Kohn-Sham gap in eV: 10.7

=====

12.
ORCA calculation (the ωB97M-V functional and the def2-TZVPD basis) on a structure of composition C11H20CoN2O4.

Geometry as ORCA input:
```
! wB97M-V def2-TZVPD RIJCOSX def2/J DEFGRID3
* xyz 3 5
Co -0.027 0.277 0.252
C -1.408 2.420 -1.039
C -2.128 1.202 -1.575
O -1.812 0.089 -0.688
C -2.102 -1.223 -1.245
C -1.297 -2.228 -0.450
O 0.056 -1.744 -0.254
C 0.935 -1.881 -1.399
C 2.197 -1.117 -1.067
O 1.817 0.189 -0.541
C 2.182 1.414 -1.250
C 0.925 2.065 -1.784
O -0.039 2.068 -0.694
H -1.854 2.781 -0.114
H -1.420 3.229 -1.769
H -1.802 0.934 -2.582
H -3.205 1.372 -1.588
H -1.831 -1.210 -2.302
H -3.168 -1.435 -1.160
H -1.287 -3.196 -0.952
H -1.704 -2.362 0.551
H 0.447 -1.473 -2.288
H 1.161 -2.934 -1.569
H 2.819 -1.002 -1.953
H 2.776 -1.614 -0.292
H 2.868 1.188 -2.064
H 2.686 2.052 -0.526
H 0.509 1.517 -2.632
H 1.134 3.092 -2.086
N 1.288 -0.319 3.232
C 1.093 -0.433 4.508
C -0.339 -0.285 4.709
C -0.859 -0.087 3.386
N 0.098 -0.107 2.505
H 2.180 -0.375 2.747
H 1.889 -0.604 5.224
H -0.882 -0.322 5.644
H -1.893 0.063 3.105
*
```

Calculated values
LUMO level (alpha / beta) in Ha: -0.3807 / -0.5428
Kohn-Sham gap (alpha / beta) in eV: 10.5 / 6.0